[1]
74
Properties=species:S:1:pos:R:3:forces:R:3:lowdin_spin:R:1 method="wB97M-V/def2-TZVPD" total_charge=+3 multiplicity=4 homo_ev="-16.18 / -16.17" homo_lumo_gap_ev="4.844 / 4.404" s2=3.79
Re -0.239 0.470 -0.901 -0.9 0.8 -0.9 2.5096
O -1.719 -0.656 -1.781 2.5 0.2 1.1 0.0723
C -2.821 -0.291 -2.250 -2.0 1.2 -0.6 0.0201
C -3.394 1.010 -2.157 1.0 0.0 0.5 0.0176
C -4.621 1.284 -2.793 -0.4 0.2 -0.2 0.0110
C -5.141 2.557 -2.771 0.4 -0.3 0.2 0.0182
C -4.477 3.607 -2.121 -0.4 -0.4 -0.3 0.0090
C -3.300 3.363 -1.457 0.9 -0.8 0.3 0.0205
C -2.718 2.073 -1.456 -2.7 0.6 -1.4 0.0045
O -1.601 1.881 -0.830 3.0 -1.3 1.0 0.1403
N -6.431 2.838 -3.464 1.0 -0.3 0.5 0.0010
O -6.785 3.979 -3.425 -0.5 0.7 -0.2 0.0003
O -6.960 1.894 -3.975 -0.5 -0.5 -0.4 0.0029
H -3.395 -1.052 -2.793 0.2 0.0 0.2 -0.0019
H -5.146 0.495 -3.314 -0.1 0.0 -0.1 0.0000
H -4.904 4.602 -2.151 0.0 0.0 0.0 0.0000
H -2.780 4.155 -0.939 0.0 0.1 0.0 0.0009
C 4.366 0.539 -4.180 -0.1 0.0 0.2 0.0002
C 4.720 1.119 -2.827 1.2 0.1 -0.9 0.0004
O 3.711 0.883 -1.815 -1.1 0.0 0.5 0.0055
P 2.180 1.004 -2.120 1.2 -0.2 -0.3 0.0169
O 1.612 1.659 -0.676 -1.6 -1.3 -0.7 0.0443
C 2.315 2.610 0.162 0.6 1.3 1.2 0.0069
C 2.651 3.898 -0.572 -0.3 -0.4 0.0 0.0003
O 1.598 -0.512 -1.488 -1.1 1.4 0.7 0.0696
C 1.889 -1.759 -2.151 0.3 -1.6 -0.5 0.0077
C 3.238 -2.294 -1.705 -0.2 0.2 0.1 0.0019
H 5.193 0.733 -4.862 0.0 0.0 0.0 0.0000
H 3.472 1.011 -4.593 0.1 0.0 -0.1 0.0001
H 4.218 -0.540 -4.131 0.0 0.0 0.0 0.0000
H 4.894 2.195 -2.903 -0.1 -0.1 0.2 0.0000
H 5.620 0.649 -2.423 -0.2 0.1 0.0 0.0002
H 3.229 2.137 0.534 -0.3 -0.2 -0.1 0.0016
H 1.640 2.799 1.004 0.1 -0.1 -0.2 0.0001
H 3.354 3.726 -1.384 0.1 0.0 -0.1 0.0001
H 3.126 4.584 0.128 0.0 0.0 0.1 -0.0001
H 1.755 4.375 -0.964 0.0 0.1 0.0 0.0000
H 1.866 -1.613 -3.235 -0.2 0.1 0.1 0.0014
H 1.084 -2.447 -1.869 0.1 0.2 -0.1 0.0006
H 4.042 -1.614 -1.973 0.1 0.0 0.0 0.0001
H 3.419 -3.250 -2.188 0.0 -0.1 -0.1 0.0002
H 3.253 -2.437 -0.627 0.0 -0.1 0.0 0.0000
C -0.883 2.334 4.825 0.0 0.0 -0.1 -0.0017
C -0.037 1.249 5.005 -0.1 -0.1 0.0 0.0015
C 0.171 0.340 3.979 0.3 -0.3 -0.3 -0.0032
C -0.471 0.551 2.761 0.1 0.3 -0.5 -0.0002
C -1.318 1.638 2.571 0.1 0.0 -0.3 0.0003
C -1.519 2.534 3.607 -0.1 0.0 0.0 0.0004
As -0.239 -0.691 1.281 -0.2 -1.8 2.8 -0.0002
C -1.546 -2.102 1.531 0.1 -0.6 -0.3 0.0080
C -2.915 -2.022 1.381 -0.3 -0.1 -0.1 -0.0021
C -3.697 -3.148 1.651 0.2 0.2 0.1 0.0013
C -3.102 -4.325 2.094 -0.2 0.2 -0.1 -0.0033
C -1.730 -4.414 2.238 0.5 0.6 0.0 -0.0003
C -0.922 -3.308 1.947 -0.9 0.3 -0.4 0.0000
C 0.529 -3.260 2.041 0.9 0.3 -0.1 0.0014
C 1.359 -4.339 2.374 -0.5 0.6 -0.1 0.0004
C 2.728 -4.153 2.479 0.1 0.2 0.0 -0.0028
C 3.289 -2.897 2.277 -0.2 0.2 -0.1 0.0015
C 2.484 -1.812 1.913 0.4 0.0 0.0 -0.0008
C 1.122 -1.997 1.778 -0.1 -0.4 -0.2 0.0157
H -1.055 3.026 5.638 0.1 0.0 0.0 -0.0001
H 0.464 1.109 5.949 0.0 -0.1 0.1 0.0000
H 0.818 -0.522 4.122 0.0 0.2 0.0 -0.0001
H -1.800 1.771 1.605 -0.1 0.2 0.2 -0.0006
H -2.165 3.386 3.471 -0.1 0.1 0.0 0.0001
H -3.378 -1.098 1.056 -0.1 0.0 0.0 0.0000
H -4.768 -3.105 1.530 -0.1 0.1 0.0 0.0002
H -3.721 -5.178 2.332 0.0 0.0 0.0 -0.0001
H -1.289 -5.336 2.590 0.0 0.0 0.0 0.0001
H 0.927 -5.314 2.548 0.0 0.0 0.0 0.0002
H 3.365 -4.990 2.726 0.0 0.0 0.0 -0.0001
H 4.356 -2.761 2.385 0.0 0.0 0.0 0.0002
H 2.930 -0.836 1.749 0.1 -0.1 0.0 0.0002

[2]
20
Properties=species:S:1:pos:R:3:forces:R:3:lowdin_spin:R:1 method="wB97M-V/def2-TZVPD" total_charge=0 multiplicity=2 e_above_lowest_kcal_mol=0.0 homo_ev="-10.28 / -10.18" homo_lumo_gap_ev="10.774 / 6.654" s2=0.76
C -0.573 1.627 -0.905 0.4 0.7 -0.1 0.0658
N -0.951 2.873 -0.288 -0.5 -0.3 0.0 0.0608
C -1.095 0.356 -0.141 -0.7 -0.8 0.0 0.0753
C -2.284 -0.288 -0.874 0.5 -0.3 -0.1 0.0314
N -0.051 -0.582 0.028 -0.8 0.7 -0.7 0.5951
C 0.793 -0.610 1.231 0.9 0.3 0.9 0.0312
O 1.772 -1.354 1.076 -0.2 -0.2 0.2 0.0585
O 0.445 0.156 2.119 -0.3 -0.1 -0.2 0.0590
H 0.514 1.613 -0.974 0.0 -0.1 0.1 -0.0003
H -0.940 1.600 -1.930 -0.1 -0.1 0.0 0.0050
H -1.961 2.947 -0.173 0.3 0.0 -0.1 0.0014
H -0.533 2.962 0.627 0.1 0.1 0.1 0.0020
H -1.417 0.678 0.844 0.2 0.0 0.2 0.0019
H -1.985 -0.699 -1.842 0.0 0.3 -0.1 0.0005
H -3.048 0.475 -1.003 -0.2 -0.1 -0.1 0.0028
H -2.662 -1.140 -0.310 -0.2 0.2 0.2 0.0000
H 0.346 -1.017 -0.814 0.1 -0.2 0.0 0.0121
H 1.896 -1.880 -0.445 0.6 -0.3 0.3 -0.0008
H 2.654 -1.294 -1.632 0.1 -0.2 -0.1 -0.0001
O 2.027 -1.992 -1.413 -0.4 0.3 -0.6 -0.0018

[3]
22
Properties=species:S:1:pos:R:3:forces:R:3:lowdin_spin:R:1 method="wB97M-V/def2-TZVPD" total_charge=+1 multiplicity=3 e_above_lowest_kcal_mol=62.7 homo_ev="-7.26 / -10.26" homo_lumo_gap_ev="3.197 / 2.869" s2=2.01
C -0.466 2.690 1.724 0.8 -1.8 -2.6 0.1958
C 0.524 1.681 1.540 -1.2 1.2 0.3 0.1341
C -1.331 3.056 0.711 -2.2 0.9 -1.0 0.1720
N 0.652 1.143 0.375 1.9 -1.9 -2.6 0.1849
N 0.429 -2.018 -0.539 3.4 -0.2 1.6 0.3091
N -1.419 2.517 -0.551 1.7 -0.4 1.6 0.1815
N 1.728 0.088 0.209 -1.0 2.4 -0.8 0.0188
N 0.927 -3.318 -0.449 2.1 2.0 0.9 0.1754
N -1.348 -2.430 -1.795 -0.4 -2.3 -0.9 0.2315
N -0.547 -1.533 -1.167 -2.9 -1.3 -1.4 0.3340
H -0.479 3.099 2.661 -0.4 1.3 2.0 0.0066
H 1.113 1.490 2.372 1.3 -0.7 1.4 0.0106
H -2.175 3.837 0.878 1.8 -1.4 -0.1 0.0042
H -2.256 2.736 -0.985 -1.6 0.5 -1.3 0.0043
H -0.832 1.766 -0.961 -0.5 0.9 1.0 0.0024
H 1.949 -0.351 1.077 0.6 -0.3 0.9 0.0008
H 2.561 0.412 -0.322 -0.5 0.3 0.8 0.0079
H 0.375 -4.104 -0.218 -1.4 -0.7 0.4 0.0083
H 1.727 -3.208 0.259 -1.6 -0.7 -1.7 0.0024
H -2.145 -2.034 -2.277 0.3 0.0 0.1 0.0032
H -1.146 -3.486 -2.026 0.1 3.0 0.6 0.0065
H 1.307 -0.659 -0.413 -0.3 -0.7 0.6 0.0058

[4]
24
Properties=species:S:1:pos:R:3:forces:R:3:lowdin_charge:R:1 method="wB97M-V/def2-TZVPD" total_charge=0 e_above_lowest_kcal_mol=33.7 smiles=CNCCCSS.O.O homo_ev=-7.73 homo_lumo_gap_ev=7.918
C -1.478 1.950 -2.220 1.9 -0.3 0.7 -0.1081
N -0.494 1.196 -1.385 -1.0 0.4 -0.7 -0.1609
C -1.023 -0.039 -0.831 -2.2 0.7 -0.3 -0.2801
C -0.930 -0.071 0.683 3.1 0.5 1.1 -0.1942
C 0.639 -0.156 1.226 -3.1 0.5 -0.5 -0.5740
S 1.799 1.105 0.627 0.1 0.2 0.5 0.4530
S 1.163 2.666 1.958 0.4 -0.1 -0.6 0.3218
H -2.081 1.267 -2.813 -0.5 0.2 0.1 0.0667
H -0.959 2.623 -2.907 0.1 -0.1 0.0 0.0709
H -1.968 2.582 -1.493 -1.0 0.0 -0.3 0.0713
H 0.432 1.154 -1.765 0.1 -0.3 -0.2 0.0566
H -0.894 -0.918 -1.480 1.3 -0.4 0.7 0.1161
H -2.126 -0.057 -0.992 0.2 0.7 0.1 0.1086
H -1.178 0.870 1.174 -0.8 0.3 -0.8 0.0795
H -1.542 -0.830 1.163 0.3 -0.3 -0.1 0.0882
H 0.601 0.014 2.301 0.1 -0.6 0.1 0.0474
H 0.877 -1.158 0.924 1.4 0.3 -0.1 -0.0071
H 1.464 3.763 1.195 -0.2 -0.8 0.1 -0.1852
O -0.413 -2.746 2.098 -0.1 -0.6 -0.1 -0.0537
H -0.524 -3.327 1.338 -0.2 -0.2 0.1 0.0494
H 0.385 -2.279 1.849 0.2 0.0 0.4 -0.0183
O 2.394 -2.275 -0.100 1.6 -1.4 -0.8 -0.0708
H 3.233 -2.514 0.334 -0.4 0.7 0.8 0.0613
H 2.623 -2.819 -0.883 -1.1 0.6 -0.1 0.0616